[1]
The following is a DFT calculation (ωB97M-V/def2-TZVPD) of a structure of composition C26H35N3OSSi2V.

```
! RIJCOSX wB97M-V def2-TZVPD def2/J DEFGRID3
* xyz 0 2
V 0.06144 0.58975 0.08872
S 0.06406 9.59381 -2.24783
Si 3.36111 1.43580 -0.06713
Si 2.32801 -1.58650 -0.58422
O -1.64588 10.85420 -3.73194
N -4.21900 0.48846 0.16496
N 0.64358 0.19111 2.08021
N -2.07193 0.17482 -0.04258
C 1.01597 7.00656 -2.27524
C 0.98024 5.66395 -1.94126
C -0.05842 5.14850 -1.15768
C 3.05209 2.83085 1.15541
C 5.16610 0.93281 0.17270
C -2.73322 -0.76891 -0.80331
C -2.75713 2.09072 1.41964
C -1.05179 6.02684 -0.71016
C 3.22191 2.03812 -1.83861
C -0.08261 3.76088 -0.81659
C 2.78117 -0.65099 2.69135
C 2.34277 -0.82240 3.99004
C 3.95270 -2.50908 -0.35288
C 0.01744 7.86749 -1.83267
C 1.90825 -0.14291 1.72340
C 1.03166 -0.49780 4.32267
C -1.00929 7.37057 -1.03499
C 2.17021 0.04491 0.27174
C 0.21459 -0.00036 3.32956
C 2.06453 -1.41261 -2.43795
C -4.07062 -0.58559 -0.68538
C 0.97174 -2.70632 0.11276
C -1.60503 8.53171 -4.29689
C -1.21302 9.75687 -3.51200
C -0.03461 2.58466 -0.48904
C -2.99468 0.92262 0.53097
H -1.81824 7.68143 -3.65345
H -2.47048 8.77522 -4.90818
H -1.77494 8.04438 -0.67126
H -5.08860 0.89579 0.46128
H 1.98814 2.95194 1.36368
H -1.73052 2.07902 1.78269
H -0.02362 -2.25535 0.01356
H -3.44315 2.08380 2.26746
H 2.19458 2.31197 -2.08180
H -0.76673 8.25517 -4.93868
H 5.81068 1.81303 0.09206
H 1.12984 -2.91230 1.17488
H 2.93606 -0.96992 -2.92480
H 3.41784 3.77920 0.75312
H 1.20391 -0.78051 -2.66961
H -1.85389 5.64423 -0.09249
H 3.78978 -0.91206 2.40091
H 3.55472 1.27389 -2.54462
H 5.49652 0.21410 -0.57987
H 0.65232 -0.62784 5.32594
H 1.81910 7.39323 -2.88953
H 3.91854 -3.46648 -0.88032
H 0.94204 -3.66372 -0.41351
H 1.89692 -2.39285 -2.89174
H 4.79501 -1.94016 -0.74926
H -4.90888 -1.10505 -1.11196
H 1.75732 4.99427 -2.28614
H 4.15805 -2.72229 0.69894
H -2.19752 -1.50512 -1.37680
H -2.87945 3.02125 0.86447
H -0.81526 0.27056 3.53345
H 3.01338 -1.21829 4.74249
H 3.57703 2.64731 2.09682
H 3.85770 2.91643 -1.98207
H 5.34067 0.49263 1.15781
*
```

The expectation value of S² is 0.758. Its LUMO energy (alpha / beta) is 0.15 / 0.15 eV. For the HOMO-LUMO gap (alpha / beta), the calculation gives 6.671 / 6.149 eV. As for the HOMO energy (alpha / beta): -6.52 / -6.00 eV. The total energy is -3172.416599 Eh.

=====

[2]
The following is a DFT calculation (ωB97M-V/def2-TZVPD) of a structure of composition C17H34NiOP2 at a distorted geometry.

```
! RIJCOSX wB97M-V def2-TZVPD def2/J DEFGRID3
* xyz 0 3
Ni 1.73328 2.70570 -3.05083
P -0.56132 2.68057 -1.64881
P 2.02021 -1.63584 -1.96942
O -0.14612 -1.36981 -0.46942
C 3.89708 3.75053 -4.09948
C 0.40180 3.84966 -4.29065
C 3.28161 2.34611 -4.24476
C 0.63954 0.47209 -3.51038
C 1.64051 4.29499 -3.80615
C 1.07645 -1.13976 -0.39699
C 1.70790 -0.72635 0.90529
C 2.04029 -3.38967 -2.26747
C 0.00367 4.33873 -1.12568
C -2.13440 2.83746 -2.61018
C -0.72216 1.86503 -0.02057
C 2.55247 1.99981 -5.38911
C 1.38907 -0.73292 -3.52984
C 1.66239 2.81436 -6.32287
C 2.85213 4.77761 -4.52536
C 3.65184 -1.28956 -1.37674
C 0.30591 3.25796 -5.65870
H 2.37448 0.14089 0.79686
H 3.82133 -2.01650 -0.57492
H 0.94570 -0.42052 1.64236
H -0.51242 4.25372 -3.85154
H 1.10890 4.27996 -1.14235
H 2.23647 -0.61374 -4.26331
H 2.60826 0.96592 -5.62042
H -1.99301 2.23687 -3.52504
H 0.76758 -1.55170 -3.79499
H 3.76732 -0.27993 -0.96157
H 4.10276 3.78365 -3.01828
H -0.11011 4.03358 -6.31571
H 1.71314 4.45538 -2.68458
H 1.41081 2.18075 -7.21224
H 2.98888 -3.67116 -2.71928
H -0.44150 2.45032 -5.63756
H -0.26391 4.58630 -0.08691
H 4.82040 3.92801 -4.65340
H 2.22976 3.67911 -6.76863
H 0.15176 1.20133 0.16220
H -1.60595 1.23265 -0.12156
H -0.83299 2.56084 0.80523
H 1.20077 -3.71258 -2.91119
H 2.65527 4.86755 -5.60119
H -2.98985 2.43959 -2.01942
H 3.10143 5.79531 -4.19924
H -2.31487 3.88974 -2.88369
H 1.94059 -3.89267 -1.32873
H 4.35443 -1.48048 -2.18870
H 3.83211 1.50922 -3.79361
H 2.21980 -1.60357 1.26342
H 1.05010 1.41343 -3.93292
H -0.28832 0.44419 -4.09618
H -0.37061 5.08925 -1.82611
*
```

Its relative energy (zero: lowest compared OMol25 entry of this formula, charge and spin) is 63.4 kcal/mol. The expectation value of S² is 2.046. Its LUMO energy (alpha / beta) is -0.15 / -0.01 eV. For the HOMO-LUMO gap (alpha / beta), the calculation gives 3.916 / 5.262 eV. As for the HOMO energy (alpha / beta): -4.06 / -5.27 eV. The total energy is -2933.987848 Eh.

=====

[3]
The following is a DFT calculation (ωB97M-V/def2-TZVPD) of a structure of composition C8H11Cl3N2RuSi.

```
! RIJCOSX wB97M-V def2-TZVPD def2/J DEFGRID3
* xyz 1 2
Ru 0.58224 -0.50671 -0.20420
Cl -0.68215 2.38565 1.97904
Cl -1.28172 2.64515 -1.18304
Cl 2.65581 0.46161 -0.13303
Si -0.40101 1.46718 0.20184
N 0.26269 -1.16489 4.26415
N 0.44140 -0.80821 1.84265
C -0.38202 -0.15592 5.11027
C -0.34747 -2.51555 -0.59828
C 1.00234 -1.50060 -2.14680
C 0.94274 -2.54550 -1.18406
C -0.25949 -0.83386 -2.17408
C -1.11570 -1.48359 -1.20417
C 1.05392 -2.21361 4.91548
C 0.36073 -0.97070 2.98362
H 0.41467 -2.75919 5.60728
H -0.53930 -0.03371 -2.83946
H -0.96645 0.51952 4.49131
H 0.36944 0.41310 5.65839
H 1.86626 -1.22408 -2.72977
H -2.15570 -1.27184 -1.02065
H 1.88807 -1.77152 5.46074
H 1.74679 -3.21414 -0.92277
H 1.43762 -2.90030 4.16610
H -0.68512 -3.14737 0.20824
H -1.04384 -0.65747 5.81412
*
```

The expectation value of S² is 0.757. Its LUMO energy (alpha / beta) is -3.71 / -5.06 eV. For the HOMO-LUMO gap (alpha / beta), the calculation gives 8.555 / 7.260 eV. As for the HOMO energy (alpha / beta): -12.26 / -12.32 eV. The total energy is -2185.787462 Eh.

=====

[4]
The following is a DFT calculation (ωB97M-V/def2-TZVPD) of the molecule C3H2ClF at a distorted geometry.

```
! RIJCOSX wB97M-V def2-TZVPD def2/J DEFGRID3
* xyz 0 1
Cl -1.10414 -0.87314 -0.05292
F -0.75636 1.45836 -0.23424
C 2.38062 -0.37268 -0.15267
C 0.05098 0.41602 0.42844
C 1.29093 0.32419 0.00405
H -0.22484 0.56560 1.40218
H 3.46735 -1.05260 -0.07334
*
```

Its relative energy (zero: lowest compared OMol25 entry of this formula, charge and spin) is 54.8 kcal/mol. Its LUMO energy is -0.26 eV. As for the structure (SMILES): C#C[C@@H](F)Cl. For the HOMO-LUMO gap, the calculation gives 10.514 eV. As for the HOMO energy: -10.77 eV. The total energy is -675.404862 Eh.

=====

[5]
The following is a DFT calculation (ωB97M-V/def2-TZVPD) of a cluster of 3 separate species, C4H17N2O2 in total at a distorted geometry.

```
! RIJCOSX wB97M-V def2-TZVPD def2/J DEFGRID3
* xyz 1 1
O 0.87983 -1.62068 -2.35706
O -3.01480 0.44783 -1.11425
N 1.75134 0.59200 1.17670
N -0.37863 -0.88709 0.16038
C -0.44391 0.57870 0.16665
C 0.41483 1.10550 1.36876
C 2.51407 1.40590 0.20363
C -1.37052 -1.50937 1.11983
H 0.02335 0.64402 2.28559
H 2.14850 1.29062 -0.80652
H -0.60241 -1.35848 -0.82611
H 3.61780 1.52891 0.29619
H -1.47481 0.87502 0.26313
H -3.44498 0.82732 -1.89840
H 0.58189 -1.21164 0.31122
H 1.66455 -2.15472 -2.16507
H 2.35989 2.50248 0.55214
H -1.20953 -1.04727 2.10726
H 2.29919 0.62004 2.02539
H -2.36005 -1.09000 0.90865
H 0.01422 1.04825 -0.70456
H -1.30043 -2.60649 1.09586
H 0.30141 2.19355 1.37864
H 1.25168 -1.05906 -3.05203
H -3.22723 1.17776 -0.51479
*
```

Its relative energy (zero: lowest compared OMol25 entry of this formula, charge and spin) is 44.2 kcal/mol. Its LUMO energy is -2.67 eV. For the HOMO-LUMO gap, the calculation gives 10.360 eV. As for the HOMO energy: -13.03 eV. The total energy is -422.322224 Eh.